Formula: C4H8O2
Source: the Open Molecules 2025 dataset
Level of theory: ωB97M-V with the def2-TZVPD basis set

Results
HOMO energy   -9.462 eV
SMILES string   CCC(=O)CO

The geometry in XYZ format:
```
14
Properties=species:S:1:pos:R:3:forces:R:3:mulliken_charge:R:1
C 0.2330 1.2805 1.4811 -0.0317 -0.0552 0.1597 -1.0840
C -0.4902 0.2915 0.5593 -0.2592 -0.2606 0.1126 -0.0208
C 0.3383 -1.2507 -1.3184 0.3490 -0.2506 0.0310 -0.3938
O -0.8260 -0.8555 -2.0095 0.0314 0.1791 -0.1335 -0.5308
C 0.4195 -0.8043 0.1245 0.4722 -0.1293 -0.0148 0.3024
O 1.1751 -1.3439 0.9074 -0.1246 0.1753 -0.5140 -0.5946
H 0.3062 0.9003 2.5015 -0.0481 0.1199 -0.1031 0.2609
H -0.2478 2.2653 1.4846 -0.0257 -0.2954 0.0960 0.3447
H 1.2666 1.4225 1.1300 -0.3233 -0.0383 0.0539 0.3077
H -1.0301 0.7828 -0.2550 0.3007 -0.1412 0.0575 0.3020
H 1.2502 -0.8413 -1.7716 -0.0177 -0.1940 -0.1749 0.2275
H 0.3983 -2.3404 -1.3287 0.0393 0.0781 -0.1391 0.3217
H -0.6918 0.0302 -2.3680 -0.0740 -0.2148 0.0374 0.3241
H -1.2203 -0.4234 0.9955 -0.2883 1.0270 0.5316 0.2330
```
Positions in Å, forces in eV/Å.

---

Formula: C9H9N2O
Source: the Open Molecules 2025 dataset
Level of theory: ωB97M-V with the def2-TZVPD basis set

Results
HOMO energy (alpha / beta)   -11.326 / -11.328 eV
Total charge   +1
SMILES string   C1=C[C@]2(CNC=CO2)[N+]2=CC2=C1

The geometry in XYZ format:
```
21
Properties=species:S:1:pos:R:3:forces:R:3:mulliken_charge:R:1
C -1.2866 -0.0591 2.3020 0.0663 0.1366 -0.0894 -0.0482
C -0.5764 0.7288 1.4909 0.3078 -0.3121 -0.0295 -1.1315
C -1.4307 -1.4972 2.1094 0.1424 -0.2491 -0.1727 -0.6236
C 0.1865 0.2935 0.2393 -0.2069 2.3475 -0.3908 1.1345
C -0.6740 -1.9753 1.1411 -0.2374 0.3162 0.1723 -0.0985
C 1.5315 0.9669 -2.0987 0.8161 0.3032 1.0145 -0.3251
C 2.0828 1.1959 -0.8920 0.4251 -0.0344 -1.6386 -0.3538
C -0.6005 0.7308 -1.0471 0.1433 -0.0117 0.0505 -0.9062
C 0.0778 -2.4929 0.1051 0.8520 3.9299 0.7649 0.1694
N 0.2200 -1.1611 0.2711 -0.3791 -3.6952 -0.1542 0.0449
N 0.2260 0.5839 -2.1964 -0.7740 -0.6472 -0.2644 -0.1168
O 1.4107 1.0374 0.2850 -1.4225 -1.7822 0.9258 -0.3672
H -1.7898 0.3693 3.1540 -0.0334 0.1235 0.0580 0.4365
H -0.4788 1.7834 1.6910 -0.0235 0.1235 -0.0074 0.4468
H -2.0773 -2.0870 2.7322 -0.0752 -0.1897 -0.0046 0.4585
H 2.1048 1.0497 -3.0047 0.1061 0.0840 -0.0551 0.3977
H 3.0973 1.5239 -0.7406 0.0047 -0.0188 -0.0525 0.4268
H -1.5226 0.1550 -1.1475 0.0645 0.0530 0.0427 0.4890
H -0.8645 1.7840 -0.8651 -0.0059 -0.1121 0.1831 0.3452
H 0.5417 -3.2808 -0.4413 0.1886 -0.4304 -0.5039 0.3879
H -0.1780 0.3509 -3.0877 0.0411 0.0654 0.1514 0.2337
```
Positions in Å, forces in eV/Å.

---

Formula: C4H11N3O
Source: the Open Molecules 2025 dataset
Level of theory: ωB97M-V with the def2-TZVPD basis set

Results
HOMO energy (alpha / beta)   -17.825 / -17.392 eV
Total charge   +2
Multiplicity   3
<S²>   2.01

The geometry in XYZ format:
```
19
Properties=species:S:1:pos:R:3:forces:R:3:mulliken_charge:R:1
C -1.1877 1.1693 0.6598 2.5504 2.0674 0.2867 1.0025
C 0.7060 0.1703 -0.7649 2.3026 1.2373 -1.3223 0.4845
C -2.3081 0.6269 1.3191 -3.3069 -1.6240 2.5729 -1.4536
C 1.8134 -2.8431 -0.9968 2.1479 -4.6648 -2.4216 -0.5220
N -0.8472 2.4200 0.9878 1.0695 0.4701 -0.3227 -0.3400
N 1.6251 1.0111 -1.1623 -1.8715 -1.3977 1.1233 -0.2263
N -0.4244 0.2703 -0.1450 -3.0514 0.3812 1.2847 -0.1723
O 0.8569 -2.1814 -0.5202 -2.4561 3.3557 2.7574 -0.2450
H -2.0826 -0.1933 2.0915 0.7492 1.5542 -0.2840 0.3897
H -2.9842 1.4026 1.8190 1.0230 -1.1801 -0.7659 0.3403
H -2.9242 -0.1213 0.8166 -0.2793 0.6217 -1.1837 0.4200
H 1.3162 -3.9017 -1.0356 1.2875 0.3798 0.5609 0.3063
H 2.8566 -2.9572 -0.4579 -1.8033 0.1546 -0.2840 0.3425
H 1.9457 -2.6902 -2.0619 0.9405 0.8294 -0.4806 0.3411
H -1.5053 3.0403 1.6167 1.7173 -1.7880 -1.5844 0.3247
H 0.1172 2.8677 0.7346 -2.5947 -1.0350 0.5287 0.2444
H 1.5710 2.0274 -1.1398 0.3729 -0.1353 -0.1790 0.2285
H 2.4085 0.4815 -1.4851 1.0896 0.6321 -0.6434 0.2968
H -0.9529 -0.5993 -0.2754 0.1128 0.1413 0.3571 0.2378
```
Positions in Å, forces in eV/Å.

---

Formula: CH5PS2
Source: the Open Molecules 2025 dataset
Level of theory: ωB97M-V with the def2-TZVPD basis set

Results
HOMO energy   -9.329 eV
SMILES string   CPSS

The geometry in XYZ format:
```
9
Properties=species:S:1:pos:R:3:forces:R:3:mulliken_charge:R:1
C -0.9310 -0.0678 0.0468 -2.3259 -1.0220 1.2159 -0.9013
P 0.5652 -1.1041 -0.3451 -0.8764 -0.5029 0.2896 0.0691
S 3.5365 -0.0292 0.2564 -0.2592 -0.1946 -1.1755 -0.1924
S 1.8365 0.4017 -0.9302 1.3907 0.5847 0.2388 -0.1268
H -0.7988 0.3116 1.0542 0.7439 0.1281 0.3362 0.3073
H -1.9285 -0.6534 0.2951 1.9638 0.6497 -1.1863 0.3037
H -1.1862 0.8308 -0.5071 0.1458 -0.2610 -0.6527 0.3303
H 0.3645 -1.5828 -1.6658 -0.5379 0.1615 0.1126 0.0518
H 3.0952 0.5463 1.3444 -0.2449 0.4566 0.8213 0.1585
```
Positions in Å, forces in eV/Å.

---

Formula: C13H19N3O4Rh
Source: the Open Molecules 2025 dataset
Level of theory: ωB97M-V with the def2-TZVPD basis set

Results
HOMO energy   -13.266 eV
Total charge   +1

The geometry in XYZ format:
```
40
Properties=species:S:1:pos:R:3:forces:R:3:mulliken_charge:R:1
Rh -0.0290 0.7145 -0.0009 -0.0531 -0.0130 0.1091 0.0017
O 2.4071 0.4053 3.1717 0.0534 -0.1736 -0.0592 -0.5972
C 1.5354 0.4182 2.3473 -0.0606 0.3444 0.1306 0.2406
O 1.6874 0.7515 1.0740 0.0408 0.0097 -0.0668 -0.4842
C 0.0988 0.0835 2.7436 -0.0116 -0.0470 0.0038 0.5085
C -0.3719 -0.3631 3.9627 -0.0281 0.0637 0.0185 -0.5434
C -1.7368 -0.6291 4.0730 -0.0145 0.0152 0.0247 -0.2809
C -2.6076 -0.4376 3.0003 0.0019 0.0646 0.0373 -0.5910
C -2.0715 0.0142 1.8101 0.0194 -0.0640 -0.0040 0.4140
N -0.7649 0.2400 1.7483 0.1372 -0.3677 -0.3010 0.1537
C -2.7913 0.2998 0.4925 -0.0704 0.3375 0.1342 0.3757
O -3.9867 0.2200 0.4290 0.0127 -0.1722 -0.0778 -0.5922
O -1.9921 0.6806 -0.4917 0.0234 0.0334 -0.0610 -0.4509
H 0.3115 -0.4955 4.7896 0.0125 -0.0018 -0.0094 0.5650
H -2.1299 -0.9901 5.0141 -0.0010 0.0034 0.0011 0.4565
H -3.6690 -0.6270 3.0764 -0.0014 -0.0046 -0.0155 0.5483
C -0.2110 2.3599 -2.4422 0.0226 -0.0220 -0.0310 -0.9833
N 0.7313 1.3904 -1.8349 -0.0142 0.1960 -0.0140 0.4239
C 2.0428 2.0511 -1.6246 -0.0030 -0.0010 -0.0249 -1.0207
C 0.8729 0.2016 -2.7044 -0.0595 -0.0319 0.0562 -0.7457
C 1.3332 -0.9445 -1.8408 0.0229 0.0247 0.0234 -0.7420
N 0.3652 -1.1307 -0.7151 -0.0742 -0.1152 0.2232 0.5320
C -0.8732 -1.8064 -1.1952 0.0133 0.0053 -0.0320 -1.1184
C 0.9944 -2.0161 0.3043 -0.0016 -0.0219 -0.0260 -1.1364
H 0.1301 2.6367 -3.4427 0.0039 0.0120 0.0060 0.3736
H -0.2452 3.2571 -1.8258 -0.0163 -0.0113 0.0118 0.3222
H -1.2047 1.9209 -2.4903 0.0000 -0.0055 -0.0133 0.3891
H 2.4445 2.3833 -2.5844 0.0010 0.0097 0.0021 0.3733
H 2.7390 1.3749 -1.1370 0.0018 -0.0068 -0.0125 0.3587
H 1.9065 2.9132 -0.9754 0.0020 -0.0060 0.0070 0.3089
H 1.5733 0.3978 -3.5193 0.0222 -0.0169 0.0173 0.4154
H -0.1004 -0.0118 -3.1444 -0.0003 0.0084 -0.0244 0.4393
H 2.3036 -0.7323 -1.3940 0.0009 -0.0041 0.0050 0.3992
H 1.4071 -1.8804 -2.3979 -0.0083 0.0063 -0.0066 0.4133
H -0.5868 -2.7567 -1.6481 0.0008 -0.0039 0.0053 0.3807
H -1.4048 -1.1862 -1.9071 0.0051 -0.0001 -0.0075 0.3641
H -1.5268 -1.9933 -0.3476 0.0032 -0.0138 -0.0003 0.3671
H 1.2173 -2.9755 -0.1654 -0.0034 0.0022 -0.0051 0.4373
H 0.2945 -2.1769 1.1205 0.0077 -0.0105 -0.0053 0.3504
H 1.9076 -1.5613 0.6720 0.0127 -0.0220 -0.0187 0.3735
```
Positions in Å, forces in eV/Å.

---

Formula: C3H11NO2
Source: the Open Molecules 2025 dataset
Level of theory: ωB97M-V with the def2-TZVPD basis set

Results
HOMO energy   -10.049 eV
SMILES string   C=NCC.O.O

The geometry in XYZ format:
```
17
Properties=species:S:1:pos:R:3:forces:R:3:mulliken_charge:R:1
C 0.5959 1.4000 1.1670 0.8105 0.1518 0.7307 -1.0207
C 0.9326 -0.0934 1.2119 0.0270 0.2699 -0.8432 -0.4541
C 1.2202 -1.5509 -0.6603 -0.0423 4.4993 4.3125 -0.4223
N 0.3997 -0.8016 0.0160 1.6762 -1.3896 -0.2913 -0.2526
H 1.2680 1.9730 1.8128 -0.0077 -0.3528 0.4743 0.3649
H -0.4131 1.6253 1.5201 0.0360 -0.0558 -0.7177 0.2552
H 0.9082 1.8109 0.2138 -0.7527 0.0252 -0.5448 0.3026
H 2.0484 -0.2127 1.2611 -0.8809 -0.1622 0.2457 0.3962
H 0.3880 -0.5742 2.0565 0.7311 0.2537 -0.4411 0.2143
H 2.2901 -1.5693 -0.5794 0.7054 0.2052 0.5610 0.2446
H 0.8208 -2.2692 -1.1821 -2.2408 -3.4785 -3.7148 0.3977
H -0.7550 -0.6226 -1.9418 -0.2951 0.0387 -0.2595 0.3399
H -0.8117 0.3042 -3.1415 -0.1143 -0.0386 -0.0593 0.3220
O -1.2967 -0.4188 -2.7279 0.4176 0.0437 0.4669 -0.6673
H -3.1011 0.8545 0.4994 0.4672 -0.6895 0.1893 0.3048
H -2.0176 0.0288 -0.1828 0.2005 -0.1817 -0.0798 0.3040
O -2.4768 0.1160 0.6573 -0.7378 0.8612 -0.0290 -0.6291
```
Positions in Å, forces in eV/Å.

---

Number 5 is which compound?
C13H19N3O4Rh

---

Please write out number 4 again, unchanged.
Formula: CH5PS2
Source: the Open Molecules 2025 dataset
Level of theory: ωB97M-V with the def2-TZVPD basis set

Results
HOMO energy   -9.329 eV
SMILES string   CPSS

The geometry in XYZ format:
```
9
Properties=species:S:1:pos:R:3:forces:R:3:mulliken_charge:R:1
C -0.9310 -0.0678 0.0468 -2.3259 -1.0220 1.2159 -0.9013
P 0.5652 -1.1041 -0.3451 -0.8764 -0.5029 0.2896 0.0691
S 3.5365 -0.0292 0.2564 -0.2592 -0.1946 -1.1755 -0.1924
S 1.8365 0.4017 -0.9302 1.3907 0.5847 0.2388 -0.1268
H -0.7988 0.3116 1.0542 0.7439 0.1281 0.3362 0.3073
H -1.9285 -0.6534 0.2951 1.9638 0.6497 -1.1863 0.3037
H -1.1862 0.8308 -0.5071 0.1458 -0.2610 -0.6527 0.3303
H 0.3645 -1.5828 -1.6658 -0.5379 0.1615 0.1126 0.0518
H 3.0952 0.5463 1.3444 -0.2449 0.4566 0.8213 0.1585
```
Positions in Å, forces in eV/Å.